No. 1
Molecular formula: C8H18ClIO3PRuS
Method: DFT, wB97M-V/def2-TZVPD

Geometry (Å):
C (-2.61544, 1.54775, -3.90059)
C (-2.19715, 0.57840, -2.84862)
H (-3.35418, 1.11206, -4.58231)
H (-1.73138, 1.84883, -4.47546)
H (-3.06386, 2.41841, -3.42343)
O (-2.23443, -0.62269, -2.81624)
I (-1.40187, 1.84540, -1.13351)
Ru (-0.16190, 0.16331, 0.20747)
P (1.46426, -0.82356, -0.96226)
C (1.58367, -2.63801, -0.69978)
C (1.22261, -0.63157, -2.75358)
H (3.38965, 0.63881, -0.59212)
H (3.92679, -0.92388, -1.29813)
H (3.45811, -0.83316, 0.41927)
C (3.22936, -0.44855, -0.58707)
H (1.19317, 0.43957, -2.99613)
H (2.01751, -1.11294, -3.35205)
H (2.31947, -3.12512, -1.35863)
H (0.60182, -3.09945, -0.86371)
H (0.26223, -1.09228, -3.03122)
H (1.90548, -2.80738, 0.33873)
C (-1.18072, -1.35002, 0.37328)
O (-1.77975, -2.31085, 0.67195)
Cl (1.44800, 1.70715, 0.97733)
C (-1.96601, 1.57974, 4.28728)
S (-0.65731, 1.57250, 3.06177)
C (0.42414, 0.35252, 3.84952)
O (-1.35563, 0.79222, 1.91362)
H (-1.52218, 1.93589, 5.22775)
H (-2.38410, 0.57687, 4.39160)
H (-2.71558, 2.29078, 3.93132)
H (-0.08350, -0.61355, 3.89070)
H (1.34723, 0.29916, 3.27526)
H (0.61147, 0.73363, 4.85798)

Atomic forces in eV per Å
C -0.335 0.202 -0.072
C -0.837 -3.947 -1.373
H 0.249 -0.256 0.209
H -0.047 0.023 0.172
H 0.127 0.118 -0.116
O 0.462 3.953 0.585
I -1.002 1.785 -1.122
Ru 1.873 5.754 0.914
P 4.808 -2.951 -1.951
C -0.510 -0.153 0.081
C -0.250 0.165 -0.486
H 0.060 -0.341 -0.021
H -0.475 0.102 0.160
H -0.162 0.182 -0.301
C 0.086 0.523 -0.080
H 0.030 -0.259 -0.040
H -0.224 0.158 0.477
H -0.239 0.400 0.094
H 0.270 -0.115 0.078
H 0.291 0.148 0.047
H -0.209 -0.009 -0.269
C -6.657 -9.492 2.977
O 2.654 3.701 -1.636
Cl 0.134 0.206 0.343
C 0.228 0.518 0.182
S -0.537 -1.003 0.894
C -0.059 0.375 0.060
O 0.332 0.282 0.310
H -0.254 -0.065 -0.209
H 0.135 0.092 -0.060
H 0.052 -0.133 0.137
H -0.092 0.169 -0.001
H -0.043 0.012 0.150
H 0.140 -0.143 -0.134

LUMO (alpha / beta) = -7.0 / -10.8 eV
spin multiplicity = 6
HOMO-LUMO gap (alpha / beta) = 6.51 / 5.87 eV
expectation value of S² = 8.77
charge = +2

***

No. 2
Molecular formula: C24H42BN9O20
Method: DFT, wB97M-V/def2-TZVPD

Geometry (Å):
C (3.27652, -3.63026, 1.53891)
C (3.73521, -3.11634, 0.54407)
C (4.42013, -2.64309, -0.69691)
C (4.30030, -1.11206, -0.89648)
C (2.85677, -0.57428, -0.89695)
N (2.33755, -0.25073, -2.25905)
C (2.39443, -1.45135, -3.02145)
O (3.25244, -1.85090, -3.76451)
C (1.08589, -2.21274, -2.77991)
C (0.76438, -3.53757, -2.92450)
C (-0.55344, -3.90675, -2.61403)
C (-0.98075, -5.36834, -2.70786)
C (-1.46023, -2.91910, -2.21920)
C (-1.12073, -1.56943, -2.07945)
B (-2.20744, -0.50108, -1.63504)
O (-2.20543, 0.75851, -2.24181)
O (-3.18005, -0.79593, -0.70499)
C (-2.65661, -1.00083, 0.63147)
C (-2.51981, -2.51856, 0.90798)
C (0.19972, -1.20078, -2.34697)
C (0.93744, 0.13767, -2.26764)
O (0.55078, 1.26616, -2.25406)
H (2.85012, -4.13027, 2.38529)
H (5.47409, -2.95465, -0.68864)
H (3.92852, -3.17492, -1.52910)
H (4.95492, -0.60424, -0.13825)
H (4.76444, -0.88904, -1.87331)
H (2.88332, 0.38629, -0.35389)
H (2.16208, -1.21422, -0.31849)
H (1.52542, -4.24649, -3.25101)
H (-0.41879, -5.82063, -3.53955)
H (-0.77864, -5.91927, -1.77722)
H (-2.05681, -5.37620, -2.93752)
H (-2.48895, -3.22450, -2.01393)
H (-1.76572, 1.35616, -1.61835)
H (-1.65387, -0.54652, 0.71027)
H (-3.38078, -0.54491, 1.31886)
H (-2.72208, -2.71726, 1.97464)
H (-3.25883, -3.10366, 0.33977)
H (-1.49776, -2.88030, 0.71789)
C (-5.40623, 1.46557, -1.73074)
N (-6.67315, 2.12795, -1.32227)
O (-7.25465, 2.79870, -2.15442)
O (-7.04313, 1.95222, -0.18075)
H (-5.20595, 1.71188, -2.76790)
H (-4.61597, 1.83948, -1.08641)
H (-5.53865, 0.39232, -1.60508)
C (0.28450, 1.23592, 3.42902)
N (0.05496, -0.22285, 3.23372)
O (0.94706, -0.87286, 2.72753)
O (-1.01705, -0.66512, 3.59628)
H (1.27425, 1.48305, 3.06202)
H (-0.48087, 1.76474, 2.86780)
H (0.20455, 1.43649, 4.48582)
C (0.71160, 4.74619, 6.65845)
N (0.82881, 3.55677, 5.77233)
O (0.44303, 3.66632, 4.62642)
O (1.30478, 2.55066, 6.25888)
H (0.27189, 5.55978, 6.09215)
H (0.07563, 4.46878, 7.49443)
H (1.71183, 5.00331, 6.99582)
C (2.71295, -0.16977, -6.46668)
N (1.51681, -0.45833, -7.30234)
O (1.70248, -0.86479, -8.43088)
O (0.43351, -0.26590, -6.79157)
H (3.60304, -0.38573, -7.04718)
H (2.67488, 0.88129, -6.19255)
H (2.65996, -0.80594, -5.58754)
C (-7.51883, -2.82973, -2.15088)
N (-6.10211, -2.68848, -1.71684)
O (-5.62711, -1.57269, -1.69792)
O (-5.51851, -3.70671, -1.41075)
H (-7.90770, -1.84623, -2.39097)
H (-7.52975, -3.47544, -3.02456)
H (-8.07016, -3.27453, -1.32719)
C (3.13708, 1.54715, 9.20897)
N (3.47736, 2.96533, 9.50604)
O (3.20917, 3.79326, 8.65900)
O (3.99899, 3.19358, 10.57416)
H (2.68015, 1.49950, 8.22598)
H (4.06154, 0.97716, 9.23628)
H (2.44541, 1.21001, 9.97593)
C (-3.77802, 4.70264, -3.79523)
N (-3.52266, 4.92378, -2.34614)
O (-2.92750, 4.05373, -1.74481)
O (-3.92965, 5.95998, -1.86891)
H (-3.36035, 3.74176, -4.07766)
H (-4.85483, 4.71702, -3.94238)
H (-3.29636, 5.51050, -4.33884)
C (7.57532, 1.76010, 1.20106)
N (6.26245, 1.09629, 1.42250)
O (5.26552, 1.74204, 1.17554)
O (6.28847, -0.04525, 1.83648)
H (7.39748, 2.76520, 0.83494)
H (8.09590, 1.78119, 2.15438)
H (8.12010, 1.17117, 0.46838)

Atomic forces in eV per Å
C 0.191 0.334 -0.796
C 0.427 -0.569 0.378
C -0.929 -0.009 0.445
C 0.869 -0.172 -0.245
C 0.476 1.413 1.136
N 0.969 0.090 -0.648
C -1.376 -2.116 -0.199
O 0.495 0.645 0.458
C 0.739 2.593 0.369
C -0.305 0.039 0.031
C 0.246 -0.433 0.037
C 0.047 0.772 -0.400
C -0.004 -0.214 0.021
C -0.231 0.638 0.104
B -0.522 0.309 -0.487
O 0.118 -0.794 0.545
O 0.907 0.591 0.240
C -0.151 -1.419 -0.344
C -0.059 0.124 0.781
C -0.467 -0.910 -0.470
C -0.123 -1.529 0.183
O 0.172 -0.207 0.436
H 0.086 0.302 -0.199
H -0.307 0.119 0.090
H 0.272 0.213 0.131
H -1.016 -0.433 -0.504
H -0.241 0.035 0.325
H -0.154 -0.315 -0.244
H 0.254 -0.067 -0.421
H -0.279 0.062 0.039
H -0.316 -0.124 0.360
H -0.105 0.193 -0.305
H 0.357 -0.351 0.150
H 0.242 0.118 0.038
H -0.180 0.453 -0.435
H -0.450 0.148 0.282
H 0.415 0.039 -0.194
H 0.158 0.123 -0.321
H 0.292 0.340 0.023
H -0.420 0.075 -0.159
C 0.117 -0.049 -0.110
N 0.204 -0.036 -0.141
O -0.102 0.043 0.080
O -0.106 0.035 -0.024
H -0.047 0.052 0.039
H -0.039 -0.086 0.040
H 0.096 0.407 0.129
C 0.070 -0.236 -0.248
N 0.126 0.153 -0.130
O -0.100 -0.118 -0.024
O -0.004 -0.066 -0.018
H -0.007 -0.078 0.032
H -0.071 -0.024 0.126
H -0.119 -0.155 -0.005
C -0.059 0.266 -0.017
N -0.048 0.351 0.102
O 0.146 0.243 0.148
O -0.043 -0.079 -0.086
H -0.009 -0.112 -0.086
H 0.132 -0.060 0.047
H -0.027 -0.153 0.114
C 0.180 0.000 -0.017
N 0.164 0.033 -0.020
O -0.108 -0.009 -0.008
O -0.039 -0.028 -0.018
H -0.081 -0.030 -0.048
H -0.097 -0.051 0.086
H -0.003 0.128 -0.082
C -0.185 0.137 -0.055
N -0.134 0.059 -0.025
O -0.130 -0.499 -0.116
O 0.068 0.020 -0.021
H 0.088 0.005 0.035
H 0.015 -0.086 0.096
H 0.056 -0.099 -0.051
C -0.117 -0.141 -0.251
N -0.042 -0.158 -0.057
O 0.036 0.171 0.049
O 0.000 0.067 -0.010
H 0.012 0.108 0.026
H -0.024 0.016 0.139
H 0.120 -0.006 0.070
C 0.024 -0.210 -0.184
N -0.021 -0.038 -0.130
O 0.010 -0.012 0.166
O 0.032 -0.010 0.043
H 0.029 0.019 0.101
H 0.019 0.120 0.024
H -0.104 0.057 0.044
C 0.098 0.213 -0.079
N 0.154 0.101 0.067
O -0.111 -0.168 0.016
O -0.082 0.139 -0.070
H -0.083 -0.049 0.013
H 0.026 -0.131 -0.041
H 0.023 -0.071 0.112

LUMO = -0.2 eV
structure (SMILES) = C#CCCCN1C(=O)c2cc(C)cc(B(O)OCC)c2C1=O.C[N+](=O)[O-].C[N+](=O)[O-].C[N+](=O)[O-].C[N+](=O)[O-].C[N+](=O)[O-].C[N+](=O)[O-].C[N+](=O)[O-].C[N+](=O)[O-]
spin multiplicity = 1
HOMO-LUMO gap = 9.24 eV

***

M
In order: 488.7; 787.5
Unit: Da
Max |F|
In order: 12.0; 2.7
Unit: eV/A